{
  "formula": "C22H34MoN2O6P2",
  "method": "ωB97M-V/def2-TZVPD",
  "elements": ["P", "P", "C", "C", "H", "H", "H", "H", "C", "H", "H", "H", "C", "H", "H", "H", "C", "H", "H", "H", "C", "H", "H", "H", "Mo", "C", "C", "C", "C", "C", "C", "C", "C", "C", "H", "H", "H", "H", "H", "H", "H", "H", "H", "H", "H", "H", "H", "H", "H", "O", "C", "O", "C", "C", "C", "C", "C", "C", "N", "O", "O", "N", "O", "O", "H", "H", "H"],
  "positions_angstrom": [[-0.55221, -2.41215, -0.74177], [-0.22541, 2.23476, 1.15519], [-1.60813, -1.31616, -1.81364], [-1.41010, 0.15375, -1.58392], [-2.64800, -1.64756, -1.62729], [-1.35751, -1.52704, -2.90284], [-2.22155, 0.67087, -2.15793], [-1.40684, 0.47330, -0.52656], [-1.99565, 2.67624, 1.09677], [-2.44541, 2.37226, 2.04482], [-2.50915, 2.17070, 0.26654], [-2.06363, 3.76343, 0.95234], [0.62329, 3.84725, 0.92684], [-0.09135, 4.63627, 1.20073], [0.92382, 3.97119, -0.12561], [1.52447, 3.84940, 1.55691], [-1.58437, -3.82971, -0.38393], [-1.35398, -4.14603, 0.64359], [-1.38347, -4.65717, -1.06939], [-2.64357, -3.57005, -0.46132], [0.97733, -2.99405, -1.50941], [1.63085, -2.16468, -1.86556], [0.83620, -3.73014, -2.31092], [1.50912, -3.49298, -0.68947], [0.56362, -0.36310, -3.04834], [1.15527, 1.34664, -4.09767], [-0.28148, 1.23017, -3.97930], [-1.19359, 0.61481, -5.01815], [-0.60702, -0.66278, -5.65694], [0.18474, -1.52226, -4.69358], [1.61350, -1.45254, -4.48265], [2.53143, -0.51746, -5.20783], [1.99567, 0.92543, -5.28322], [0.05856, -1.37400, 0.57929], [1.56066, 2.27310, -3.64956], [-0.73011, 1.92547, -3.25521], [-1.41458, 1.34269, -5.81391], [-2.15975, 0.37276, -4.53988], [-1.45561, -1.25636, -6.03697], [-0.02704, -0.40323, -6.55904], [-0.22703, -2.53120, -4.61466], [2.09090, -2.38955, -4.17831], [2.75450, -0.88176, -6.22455], [3.51697, -0.53767, -4.70299], [2.88410, 1.57747, -5.26422], [1.47338, 1.10030, -6.23490], [0.81180, -0.65555, 0.21578], [0.52294, -2.07755, 1.28766], [-0.73593, -0.78379, 1.04978], [-0.19901, 1.97002, 2.79664], [0.92022, 1.53044, 3.45122], [2.03770, 1.48190, 2.96436], [0.60396, 1.11603, 4.85528], [1.47262, 0.19504, 5.45793], [1.11990, -0.39835, 6.68726], [-0.04756, -0.00984, 7.35850], [-0.86758, 0.97124, 6.78757], [-0.55083, 1.54823, 5.53197], [-2.07521, 1.37479, 7.47418], [-2.33816, 0.83791, 8.56893], [-2.81190, 2.24249, 6.96541], [1.92687, -1.45758, 7.21844], [2.94794, -1.78424, 6.58416], [1.56822, -2.01550, 8.27311], [2.40013, -0.07616, 4.96241], [-0.32217, -0.45810, 8.30516], [-1.19578, 2.29992, 5.09265]],
  "multiplicity": 3,
  "de_lowest_kj_mol": 0.00,
  "total_charge": 2,
  "homo_ev": [-14.1, -14.0],
  "gap_ev": [6.2, 4.9],
  "e_tot_ev": -59037.2460
}